Here is C33H36N6OSTb as an isolated structure at a distorted geometry from the OMol25 dataset. Energies are from ωB97M-V/def2-TZVPD.

Summary:
- spin multiplicity = 7
- HOMO energy (spin up / spin down) (eV) = -10.05 / -10.05
- HOMO-LUMO gap (spin up / spin down) (eV) = 6.376 / 6.382
- ΔE to the lowest compared entry with this formula, charge and spin (kcal per mole) = 79.0
- net charge = +1

Each line ends with the Löwdin spin population.
Atoms and positions in Å:
1 Tb 0.90 0.00 -0.62  6.07
2 N 0.68 -0.41 -5.15  0.00
3 C 0.98 -0.52 -3.84  0.00
4 S 1.58 0.95 -3.09  -0.03
5 N 0.83 -1.68 -3.28  -0.01
6 N 1.22 -1.77 -1.97  -0.01
7 C 1.73 -2.89 -1.56  0.00
8 C 2.54 -2.96 -0.39  0.00
9 C 2.93 -4.23 0.08  0.00
10 C 3.93 -4.38 1.01  0.00
11 C 4.61 -3.26 1.48  0.00
12 C 4.24 -2.00 1.06  0.00
13 C 3.18 -1.79 0.14  0.00
14 O 2.85 -0.58 -0.20  -0.02
15 H 1.03 0.40 -5.65  0.00
16 H 0.53 -1.26 -5.66  0.00
17 H 1.68 -3.77 -2.20  0.00
18 H 2.43 -5.09 -0.32  0.00
19 H 4.21 -5.37 1.34  0.00
20 H 5.43 -3.37 2.18  0.00
21 H 4.79 -1.13 1.40  0.00
22 C 1.67 3.10 1.48  0.00
23 C 0.90 2.44 2.60  0.00
24 C 1.29 2.60 3.92  0.00
25 C 0.59 1.99 4.94  0.00
26 C -0.50 1.19 4.65  0.00
27 C -0.94 1.02 3.34  0.00
28 C -2.11 0.13 3.05  0.00
29 C -0.23 1.67 2.32  0.00
30 N -0.62 1.50 0.97  0.00
31 C -1.71 2.04 0.55  0.00
32 C -2.53 2.99 1.36  0.00
33 C -2.14 1.72 -0.82  0.00
34 C -3.37 2.39 -1.34  0.00
35 N -1.46 0.83 -1.45  0.00
36 C -1.78 0.53 -2.79  0.00
37 C -1.63 1.49 -3.81  0.00
38 C -1.06 2.85 -3.56  0.00
39 C -1.97 1.13 -5.11  0.00
40 C -2.44 -0.13 -5.41  0.00
41 C -2.57 -1.08 -4.40  0.00
42 C -2.22 -0.77 -3.10  0.00
43 C -2.40 -1.79 -2.01  0.00
44 H 2.65 3.40 1.82  0.00
45 H 1.14 3.99 1.13  0.00
46 H 1.79 2.42 0.61  0.00
47 H 2.15 3.22 4.15  0.00
48 H 0.90 2.12 5.97  0.00
49 H -1.04 0.69 5.44  0.00
50 H -2.13 -0.69 3.78  0.00
51 H -2.05 -0.30 2.05  0.00
52 H -3.05 0.67 3.14  0.00
53 H -2.03 3.25 2.29  0.00
54 H -3.51 2.58 1.60  0.00
55 H -2.70 3.91 0.79  0.00
56 H -4.17 2.32 -0.62  0.00
57 H -3.69 1.93 -2.27  0.00
58 H -3.19 3.45 -1.54  0.00
59 H -0.64 2.95 -2.56  0.00
60 H -1.81 3.62 -3.72  0.00
61 H -0.25 3.03 -4.26  0.00
62 H -1.86 1.86 -5.89  0.00
63 H -2.71 -0.38 -6.42  0.00
64 H -2.94 -2.06 -4.63  0.00
65 H -2.43 -2.78 -2.44  0.00
66 H -3.34 -1.62 -1.48  0.00
67 H -1.58 -1.74 -1.28  0.00
68 C 1.24 -2.05 4.22  0.00
69 C 0.31 -2.69 3.42  0.00
70 C 0.09 -2.22 2.14  0.00
71 N 0.74 -1.18 1.62  0.00
72 C 1.66 -0.59 2.39  0.00
73 C 1.94 -0.98 3.68  0.00
74 H 1.43 -2.39 5.23  0.00
75 H -0.24 -3.54 3.79  0.00
76 H -0.64 -2.70 1.50  0.00
77 H 2.23 0.23 1.95  0.00
78 H 2.69 -0.46 4.25  0.00

---

Here is a 2-piece molecular cluster, H3N4 overall at a distorted geometry from the OMol25 dataset. Energies are from ωB97M-V/def2-TZVPD.

Summary:
- HOMO energy (spin up / spin down) (eV) = -16.11 / -15.79
- HOMO-LUMO gap (spin up / spin down) (eV) = 10.289 / 7.690
- ΔE to the lowest compared entry with this formula, charge and spin (kcal per mole) = 149.5
- net charge = +1

Each line ends with the Löwdin charge.
Atoms and positions in Å:
1 N -2.33 -0.30 0.03  0.39
2 N -1.27 -0.03 -0.12  -0.07
3 N 0.91 0.66 -0.09  0.17
4 N -0.14 0.08 -0.58  0.01
5 H 1.67 0.97 -0.64  0.14
6 H 0.91 0.74 1.06  0.24
7 H 0.24 -2.13 0.33  0.12

---

Here is an isolated molecule of C6H12O at a distorted geometry from the OMol25 dataset. Energies are from ωB97M-V/def2-TZVPD.

Summary:
- HOMO energy (spin up / spin down) (eV) = -7.46 / -7.54
- HOMO-LUMO gap (spin up / spin down) (eV) = 8.216 / 8.486
- ΔE to the lowest compared entry with this formula, charge and spin (kcal per mole) = 121.8

Each line ends with the Löwdin charge.
Atoms and positions in Å:
1 C 2.82 0.19 0.32  -0.09
2 C 1.60 0.82 -0.22  -0.24
3 O 0.44 0.64 0.47  -0.13
4 C 0.05 -0.57 -0.15  -0.24
5 C -1.67 -0.59 1.22  0.04
6 C -1.49 -0.62 -0.20  -0.44
7 C -2.11 0.50 -0.97  -0.07
8 H 2.81 -0.89 0.49  0.08
9 H 3.02 0.63 1.31  0.09
10 H 3.71 0.36 -0.27  0.07
11 H 0.62 -0.44 -1.18  0.16
12 H 1.64 1.83 -0.61  0.11
13 H 0.47 -1.45 0.37  0.12
14 H -1.80 0.32 1.79  0.07
15 H -1.58 -1.51 1.77  0.06
16 H -1.71 -1.61 -0.63  0.14
17 H -1.79 0.44 -2.01  0.08
18 H -3.20 0.45 -0.93  0.08
19 H -1.83 1.48 -0.57  0.08

---

Here is an isolated molecule of C7H9NO2S2 at a distorted geometry from the OMol25 dataset. Energies are from ωB97M-V/def2-TZVPD.

Summary:
- HOMO energy (eV) = -8.50
- HOMO-LUMO gap (eV) = 8.868
- ΔE to the lowest compared entry with this formula, charge and spin (kcal per mole) = 74.2

Each line ends with the Löwdin charge.
Atoms and positions in Å:
1 C -2.87 1.78 -0.36  -0.20
2 C -1.96 2.81 -0.16  -0.36
3 C -2.39 0.58 0.17  -0.48
4 C -1.23 0.56 0.82  -0.51
5 C -0.43 -0.49 1.38  -0.21
6 C -0.27 -0.57 -1.95  -0.07
7 C 0.49 -1.26 -0.88  -0.20
8 N 0.46 -1.17 0.39  0.04
9 O -3.06 -1.81 0.86  -0.27
10 O -2.91 -1.36 -1.53  -0.46
11 S -0.65 2.21 0.78  1.07
12 S -3.50 -0.75 -0.34  0.99
13 H -3.83 1.78 -0.76  0.08
14 H -1.90 3.78 -0.66  0.07
15 H 0.15 -0.17 2.19  0.09
16 H -0.94 -1.38 1.73  0.11
17 H -1.22 -1.02 -2.21  0.03
18 H -0.78 0.33 -1.60  0.06
19 H 0.42 -0.52 -2.83  0.09
20 H -3.35 -2.65 0.56  0.04
21 H 1.38 -1.79 -1.16  0.09